Entry 1:
The following is a DFT calculation (wB97M-V/def2-TZVPD) of C30H27N6O5PS4Ti as an isolated structure at a distorted geometry.

Each line ends with the Löwdin charge.
Atoms and positions in Å:
Ti -2.18 2.13 0.80  0.94
O -1.55 0.54 4.55  0.06
C -1.90 0.72 3.26  -0.50
O -1.60 1.85 2.67  -0.14
C -2.59 -0.19 2.52  -0.20
C -3.03 -1.51 2.82  -0.01
C -3.70 -2.23 1.89  -0.09
C -3.99 -1.64 0.59  -0.02
C -3.54 -0.39 0.34  -0.24
N -2.83 0.34 1.24  -0.03
C -3.71 0.38 -0.93  -0.56
O -4.28 -0.07 -1.92  0.01
O -3.18 1.57 -0.85  -0.13
H -0.70 0.99 4.68  0.09
H -2.79 -1.93 3.79  0.11
H -4.02 -3.24 2.10  0.08
H -4.53 -2.17 -0.17  0.11
N -4.96 5.70 1.70  0.02
C -4.00 4.77 1.32  -0.89
S -4.33 3.12 1.70  0.67
N -2.95 5.26 0.75  -0.03
N -1.98 4.31 0.41  -0.08
C -0.96 4.84 -0.15  -0.07
C 0.25 4.19 -0.60  -0.14
C 1.24 5.00 -1.19  -0.07
C 2.43 4.47 -1.62  -0.12
C 2.66 3.10 -1.46  -0.09
C 1.71 2.28 -0.89  0.01
C 0.48 2.81 -0.45  -0.31
O -0.39 2.00 0.09  -0.17
H -5.88 5.32 1.78  0.05
H -4.90 6.56 1.18  0.07
H -0.99 5.93 -0.28  0.12
H 1.04 6.06 -1.29  0.10
H 3.19 5.11 -2.07  0.08
H 3.61 2.66 -1.77  0.09
H 1.88 1.22 -0.74  0.09
S -0.43 -1.12 -1.33  0.71
C -1.15 -1.50 -2.76  -0.88
N -2.47 -1.80 -2.96  0.02
C -2.78 -1.78 -4.39  -0.16
C -1.40 -2.03 -5.02  -0.18
N -0.53 -1.54 -3.98  -0.01
H -3.13 -1.31 -2.35  0.06
H -3.20 -0.81 -4.69  0.12
H -3.49 -2.56 -4.65  0.11
H -1.27 -1.47 -5.95  0.10
H -1.25 -3.09 -5.23  0.11
H 0.47 -1.62 -3.99  0.12
S 4.16 -2.18 4.21  0.05
P 2.97 -1.70 2.68  -0.07
S 1.41 -0.51 2.87  0.20
C 2.41 -3.27 1.88  -0.39
C 3.32 -4.31 1.69  -0.12
C 2.93 -5.48 1.06  -0.11
C 1.62 -5.62 0.60  -0.12
C 0.71 -4.59 0.79  -0.09
C 1.11 -3.42 1.43  -0.12
C 4.01 -1.02 1.31  -0.37
C 3.56 -1.09 0.00  -0.10
C 4.30 -0.52 -1.03  -0.11
C 5.50 0.13 -0.75  -0.13
C 5.94 0.21 0.56  -0.11
C 5.21 -0.37 1.59  -0.12
H 4.33 -4.20 2.07  0.08
H 3.64 -6.28 0.92  0.09
H 1.31 -6.53 0.10  0.08
H -0.31 -4.67 0.43  0.10
H 0.41 -2.60 1.57  0.05
H 2.61 -1.57 -0.23  0.08
H 3.93 -0.58 -2.05  0.10
H 6.07 0.58 -1.55  0.09
H 6.87 0.72 0.79  0.09
H 5.56 -0.34 2.61  0.06

Summary:
HOMO (alpha / beta)	-0.941 / -0.942	eV
net charge	-2
frontier orbital gap (alpha / beta)	4.98 / 4.98	eV
ΔE to the lowest compared entry with this formula, charge and spin	21.3	kcal per mole

=====

Entry 2:
The following is a DFT calculation (wB97M-V/def2-TZVPD) of C36H36LiN4P2S3Se as an isolated structure.

Each line ends with the Löwdin charge.
Atoms and positions in Å:
Li -1.54 -1.44 0.22  0.26
S -0.48 -1.39 -2.67  0.20
P 0.95 -1.18 -1.23  0.36
C 0.48 -1.62 0.31  -0.65
P 0.56 -0.71 1.72  0.32
S -1.19 -0.68 2.74  0.13
C 1.08 1.07 1.63  -0.32
C 0.20 1.99 1.05  -0.11
C 0.49 3.34 1.04  -0.09
C 1.66 3.81 1.62  -0.11
C 2.54 2.91 2.20  -0.10
C 2.25 1.55 2.19  -0.09
C 1.89 -1.39 2.81  -0.34
C 3.07 -1.84 2.24  -0.10
C 4.08 -2.38 3.02  -0.09
C 3.92 -2.50 4.39  -0.11
C 2.73 -2.07 4.98  -0.10
C 1.73 -1.52 4.19  -0.10
C 1.71 0.48 -1.49  -0.33
C 3.00 0.75 -1.05  -0.09
C 3.58 2.00 -1.23  -0.09
C 2.86 3.01 -1.86  -0.10
C 1.57 2.76 -2.30  -0.10
C 0.99 1.50 -2.12  -0.12
C 2.35 -2.27 -1.78  -0.34
C 2.71 -3.35 -0.99  -0.13
C 3.71 -4.24 -1.40  -0.10
C 4.36 -4.04 -2.61  -0.11
C 4.01 -2.95 -3.40  -0.10
C 3.02 -2.07 -2.99  -0.10
H -0.73 1.63 0.61  0.05
H -0.21 4.04 0.58  0.09
H 1.89 4.87 1.62  0.09
H 3.46 3.26 2.65  0.09
H 2.95 0.86 2.65  0.10
H 3.18 -1.79 1.16  0.08
H 5.00 -2.73 2.55  0.10
H 4.70 -2.93 5.00  0.09
H 2.59 -2.16 6.04  0.09
H 0.79 -1.19 4.63  0.06
H 3.57 -0.04 -0.56  0.10
H 4.58 2.18 -0.88  0.10
H 3.30 3.99 -1.99  0.09
H 1.00 3.54 -2.79  0.09
H -0.01 1.29 -2.47  0.04
H 2.20 -3.48 -0.04  0.08
H 3.98 -5.08 -0.77  0.10
H 5.14 -4.72 -2.93  0.09
H 4.52 -2.78 -4.34  0.09
H 2.74 -1.23 -3.62  0.10
C -0.16 -4.91 -2.18  -0.10
N -1.06 -4.47 -1.13  -0.05
C -2.27 -3.93 -1.36  -0.90
S -3.21 -3.37 -0.06  0.54
N -2.67 -3.91 -2.65  -0.06
C -3.83 -3.15 -3.08  -0.12
H 0.73 -5.32 -1.71  0.08
H 0.14 -4.08 -2.83  0.04
H -0.63 -5.70 -2.77  0.08
H -0.67 -4.23 -0.23  0.10
H -1.90 -3.88 -3.30  0.08
H -4.52 -3.07 -2.24  0.03
H -4.31 -3.65 -3.91  0.07
H -3.53 -2.14 -3.37  0.07
C -2.88 4.03 -1.28  -0.03
N -3.68 3.33 -0.29  -0.07
C -3.72 1.98 -0.13  -0.74
Se -2.87 0.70 -1.12  0.64
N -4.52 1.76 0.94  0.12
C -4.99 2.95 1.48  -0.18
C -5.81 3.23 2.55  -0.01
C -6.09 4.57 2.79  -0.10
C -5.56 5.58 1.99  -0.10
C -4.73 5.29 0.91  -0.01
C -4.46 3.96 0.67  -0.16
H -2.23 3.30 -1.75  0.04
H -2.29 4.80 -0.80  0.09
H -3.52 4.48 -2.04  0.10
H -4.64 0.83 1.31  0.16
H -6.22 2.45 3.17  0.11
H -6.73 4.84 3.62  0.10
H -5.80 6.62 2.21  0.10
H -4.32 6.07 0.29  0.11

Summary:
HOMO	-3.945	eV
net charge	-1
frontier orbital gap	6.23	eV
ΔE to the lowest compared entry with this formula, charge and spin	11.3	kcal per mole

=====

Entry 3:
The following is a DFT calculation (wB97M-V/def2-TZVPD) of a 3-piece molecular cluster, C31H38ClIN7O7 overall at a distorted geometry.

Each line ends with the Löwdin charge.
Atoms and positions in Å:
C -4.12 -1.58 -0.21  -0.07
C -3.34 -0.30 0.13  -0.28
C -2.10 -0.57 1.01  -0.64
Cl -2.40 -0.22 2.73  0.72
C -0.80 0.03 0.60  -0.25
N -0.48 1.27 0.56  -0.26
I -1.87 2.77 0.85  1.26
C 0.99 1.55 0.24  -0.32
C 1.74 1.86 1.54  -0.03
C 1.03 2.68 2.60  -0.38
O 0.85 3.86 2.45  0.09
C 0.58 1.98 3.84  -0.17
C 1.39 1.04 4.46  -0.03
C 0.96 0.39 5.60  -0.06
C -0.28 0.69 6.15  -0.06
C -1.09 1.63 5.53  -0.08
C -0.67 2.27 4.38  -0.07
N 0.86 2.68 -0.67  0.15
C 1.46 3.73 -0.48  -0.29
O 2.03 4.74 -0.41  0.24
C 1.47 0.19 -0.43  -0.15
C 2.92 -0.18 -0.12  -0.15
C 3.94 0.76 -0.17  -0.03
C 5.23 0.37 0.12  -0.03
C 5.46 -0.95 0.44  -0.13
N 4.52 -1.88 0.46  0.10
C 3.28 -1.50 0.18  -0.09
C 1.37 0.19 -2.01  -0.26
C 1.77 -1.16 -2.64  -0.03
C 2.21 1.28 -2.72  -0.22
C 1.40 1.89 -3.87  -0.07
C 0.43 -0.80 0.24  -0.30
N 0.84 -1.05 1.65  0.20
C 0.73 -2.19 2.09  -0.29
O 0.64 -3.21 2.63  0.23
N 0.20 -2.12 -0.32  0.15
C -0.73 -2.44 -1.13  -0.34
C -1.47 -1.56 -2.09  0.01
C -1.06 -3.92 -1.21  0.01
H -3.57 -2.48 0.05  0.04
H -4.40 -1.59 -1.26  0.08
H -5.04 -1.62 0.38  0.08
H -4.00 0.31 0.75  0.08
H -3.13 0.31 -0.74  0.08
H -1.92 -1.65 1.01  0.09
H 2.66 2.39 1.31  0.14
H 2.06 0.93 1.99  0.10
H 2.35 0.80 4.05  0.12
H 1.59 -0.35 6.08  0.11
H -0.60 0.20 7.05  0.11
H -2.05 1.85 5.96  0.11
H -1.31 3.01 3.92  0.08
H 3.73 1.79 -0.41  0.11
H 6.05 1.08 0.11  0.11
H 6.46 -1.27 0.69  0.11
H 2.55 -2.29 0.19  0.10
H 0.34 0.45 -2.24  0.12
H 1.06 -1.42 -3.42  0.08
H 2.73 -1.09 -3.14  0.09
H 1.82 -2.00 -1.97  0.07
H 2.52 2.08 -2.07  0.07
H 3.12 0.87 -3.16  0.11
H 0.80 1.09 -4.31  0.08
H 0.70 2.65 -3.53  0.05
H 2.06 2.25 -4.66  0.08
H -2.44 -2.00 -2.32  0.09
H -1.67 -0.56 -1.72  0.07
H -0.94 -1.50 -3.03  0.09
H -2.11 -4.04 -1.44  0.08
H -0.46 -4.42 -1.96  0.10
H -0.88 -4.34 -0.22  0.08
C -3.46 -5.98 1.69  0.06
N -4.32 -4.91 1.11  -0.45
O -4.75 -4.06 1.86  0.07
O -4.53 -4.97 -0.08  0.06
H -3.36 -5.80 2.75  0.10
H -3.94 -6.93 1.49  0.11
H -2.50 -5.94 1.19  0.09
C -1.34 5.92 -5.06  0.05
N -1.30 4.50 -4.60  -0.45
O -0.91 3.67 -5.39  0.07
O -1.66 4.28 -3.46  0.04
H -0.99 5.96 -6.08  0.10
H -2.37 6.26 -4.98  0.10
H -0.69 6.49 -4.40  0.10

Summary:
HOMO	-12.000	eV
net charge	+1
frontier orbital gap	7.87	eV

=====

Repeat the second record exactly.
The following is a DFT calculation (wB97M-V/def2-TZVPD) of C36H36LiN4P2S3Se as an isolated structure.

Each line ends with the Löwdin charge.
Atoms and positions in Å:
Li -1.54 -1.44 0.22  0.26
S -0.48 -1.39 -2.67  0.20
P 0.95 -1.18 -1.23  0.36
C 0.48 -1.62 0.31  -0.65
P 0.56 -0.71 1.72  0.32
S -1.19 -0.68 2.74  0.13
C 1.08 1.07 1.63  -0.32
C 0.20 1.99 1.05  -0.11
C 0.49 3.34 1.04  -0.09
C 1.66 3.81 1.62  -0.11
C 2.54 2.91 2.20  -0.10
C 2.25 1.55 2.19  -0.09
C 1.89 -1.39 2.81  -0.34
C 3.07 -1.84 2.24  -0.10
C 4.08 -2.38 3.02  -0.09
C 3.92 -2.50 4.39  -0.11
C 2.73 -2.07 4.98  -0.10
C 1.73 -1.52 4.19  -0.10
C 1.71 0.48 -1.49  -0.33
C 3.00 0.75 -1.05  -0.09
C 3.58 2.00 -1.23  -0.09
C 2.86 3.01 -1.86  -0.10
C 1.57 2.76 -2.30  -0.10
C 0.99 1.50 -2.12  -0.12
C 2.35 -2.27 -1.78  -0.34
C 2.71 -3.35 -0.99  -0.13
C 3.71 -4.24 -1.40  -0.10
C 4.36 -4.04 -2.61  -0.11
C 4.01 -2.95 -3.40  -0.10
C 3.02 -2.07 -2.99  -0.10
H -0.73 1.63 0.61  0.05
H -0.21 4.04 0.58  0.09
H 1.89 4.87 1.62  0.09
H 3.46 3.26 2.65  0.09
H 2.95 0.86 2.65  0.10
H 3.18 -1.79 1.16  0.08
H 5.00 -2.73 2.55  0.10
H 4.70 -2.93 5.00  0.09
H 2.59 -2.16 6.04  0.09
H 0.79 -1.19 4.63  0.06
H 3.57 -0.04 -0.56  0.10
H 4.58 2.18 -0.88  0.10
H 3.30 3.99 -1.99  0.09
H 1.00 3.54 -2.79  0.09
H -0.01 1.29 -2.47  0.04
H 2.20 -3.48 -0.04  0.08
H 3.98 -5.08 -0.77  0.10
H 5.14 -4.72 -2.93  0.09
H 4.52 -2.78 -4.34  0.09
H 2.74 -1.23 -3.62  0.10
C -0.16 -4.91 -2.18  -0.10
N -1.06 -4.47 -1.13  -0.05
C -2.27 -3.93 -1.36  -0.90
S -3.21 -3.37 -0.06  0.54
N -2.67 -3.91 -2.65  -0.06
C -3.83 -3.15 -3.08  -0.12
H 0.73 -5.32 -1.71  0.08
H 0.14 -4.08 -2.83  0.04
H -0.63 -5.70 -2.77  0.08
H -0.67 -4.23 -0.23  0.10
H -1.90 -3.88 -3.30  0.08
H -4.52 -3.07 -2.24  0.03
H -4.31 -3.65 -3.91  0.07
H -3.53 -2.14 -3.37  0.07
C -2.88 4.03 -1.28  -0.03
N -3.68 3.33 -0.29  -0.07
C -3.72 1.98 -0.13  -0.74
Se -2.87 0.70 -1.12  0.64
N -4.52 1.76 0.94  0.12
C -4.99 2.95 1.48  -0.18
C -5.81 3.23 2.55  -0.01
C -6.09 4.57 2.79  -0.10
C -5.56 5.58 1.99  -0.10
C -4.73 5.29 0.91  -0.01
C -4.46 3.96 0.67  -0.16
H -2.23 3.30 -1.75  0.04
H -2.29 4.80 -0.80  0.09
H -3.52 4.48 -2.04  0.10
H -4.64 0.83 1.31  0.16
H -6.22 2.45 3.17  0.11
H -6.73 4.84 3.62  0.10
H -5.80 6.62 2.21  0.10
H -4.32 6.07 0.29  0.11

Summary:
HOMO	-3.945	eV
net charge	-1
frontier orbital gap	6.23	eV
ΔE to the lowest compared entry with this formula, charge and spin	11.3	kcal per mole

=====

- Which of these has the highest net charge?
  C31H38ClIN7O7

=====

Repeat the first record exactly.
The following is a DFT calculation (wB97M-V/def2-TZVPD) of C30H27N6O5PS4Ti as an isolated structure at a distorted geometry.

Each line ends with the Löwdin charge.
Atoms and positions in Å:
Ti -2.18 2.13 0.80  0.94
O -1.55 0.54 4.55  0.06
C -1.90 0.72 3.26  -0.50
O -1.60 1.85 2.67  -0.14
C -2.59 -0.19 2.52  -0.20
C -3.03 -1.51 2.82  -0.01
C -3.70 -2.23 1.89  -0.09
C -3.99 -1.64 0.59  -0.02
C -3.54 -0.39 0.34  -0.24
N -2.83 0.34 1.24  -0.03
C -3.71 0.38 -0.93  -0.56
O -4.28 -0.07 -1.92  0.01
O -3.18 1.57 -0.85  -0.13
H -0.70 0.99 4.68  0.09
H -2.79 -1.93 3.79  0.11
H -4.02 -3.24 2.10  0.08
H -4.53 -2.17 -0.17  0.11
N -4.96 5.70 1.70  0.02
C -4.00 4.77 1.32  -0.89
S -4.33 3.12 1.70  0.67
N -2.95 5.26 0.75  -0.03
N -1.98 4.31 0.41  -0.08
C -0.96 4.84 -0.15  -0.07
C 0.25 4.19 -0.60  -0.14
C 1.24 5.00 -1.19  -0.07
C 2.43 4.47 -1.62  -0.12
C 2.66 3.10 -1.46  -0.09
C 1.71 2.28 -0.89  0.01
C 0.48 2.81 -0.45  -0.31
O -0.39 2.00 0.09  -0.17
H -5.88 5.32 1.78  0.05
H -4.90 6.56 1.18  0.07
H -0.99 5.93 -0.28  0.12
H 1.04 6.06 -1.29  0.10
H 3.19 5.11 -2.07  0.08
H 3.61 2.66 -1.77  0.09
H 1.88 1.22 -0.74  0.09
S -0.43 -1.12 -1.33  0.71
C -1.15 -1.50 -2.76  -0.88
N -2.47 -1.80 -2.96  0.02
C -2.78 -1.78 -4.39  -0.16
C -1.40 -2.03 -5.02  -0.18
N -0.53 -1.54 -3.98  -0.01
H -3.13 -1.31 -2.35  0.06
H -3.20 -0.81 -4.69  0.12
H -3.49 -2.56 -4.65  0.11
H -1.27 -1.47 -5.95  0.10
H -1.25 -3.09 -5.23  0.11
H 0.47 -1.62 -3.99  0.12
S 4.16 -2.18 4.21  0.05
P 2.97 -1.70 2.68  -0.07
S 1.41 -0.51 2.87  0.20
C 2.41 -3.27 1.88  -0.39
C 3.32 -4.31 1.69  -0.12
C 2.93 -5.48 1.06  -0.11
C 1.62 -5.62 0.60  -0.12
C 0.71 -4.59 0.79  -0.09
C 1.11 -3.42 1.43  -0.12
C 4.01 -1.02 1.31  -0.37
C 3.56 -1.09 0.00  -0.10
C 4.30 -0.52 -1.03  -0.11
C 5.50 0.13 -0.75  -0.13
C 5.94 0.21 0.56  -0.11
C 5.21 -0.37 1.59  -0.12
H 4.33 -4.20 2.07  0.08
H 3.64 -6.28 0.92  0.09
H 1.31 -6.53 0.10  0.08
H -0.31 -4.67 0.43  0.10
H 0.41 -2.60 1.57  0.05
H 2.61 -1.57 -0.23  0.08
H 3.93 -0.58 -2.05  0.10
H 6.07 0.58 -1.55  0.09
H 6.87 0.72 0.79  0.09
H 5.56 -0.34 2.61  0.06

Summary:
HOMO (alpha / beta)	-0.941 / -0.942	eV
net charge	-2
frontier orbital gap (alpha / beta)	4.98 / 4.98	eV
ΔE to the lowest compared entry with this formula, charge and spin	21.3	kcal per mole